Record 1
{
  "formula": "C35H24N9O5RuS",
  "method": "ωB97M-V/def2-TZVPD",
  "species": ["Ru", "C", "N", "C", "N", "C", "N", "C", "C", "C", "C", "C", "C", "C", "N", "N", "C", "O", "C", "C", "C", "C", "C", "C", "N", "C", "N", "C", "N", "C", "H", "H", "H", "H", "H", "H", "H", "H", "H", "H", "H", "H", "H", "H", "H", "H", "O", "C", "O", "C", "C", "C", "C", "C", "C", "S", "H", "H", "H", "H", "O", "C", "N", "C", "O", "C", "C", "C", "C", "C", "C", "H", "H", "H", "H"],
  "xyz": [[-0.438, 1.646, -1.407], [-0.290, -3.922, -2.704], [0.491, -2.609, -2.438], [-0.026, -1.614, -1.717], [0.834, -0.614, -1.732], [1.999, -1.162, -2.382], [1.743, -2.406, -2.773], [-0.211, -4.825, -1.480], [-0.932, -6.053, -1.556], [-1.215, -6.838, -0.432], [-0.697, -6.325, 0.771], [-0.047, -5.140, 0.885], [0.256, -4.372, -0.253], [0.203, -4.502, 2.157], [-0.365, -4.748, 3.323], [0.118, -3.863, 4.233], [0.988, -3.117, 3.582], [1.007, -3.484, 2.219], [1.856, -2.070, 4.096], [2.635, -2.273, 5.239], [3.601, -1.354, 5.683], [3.714, -0.184, 4.904], [2.965, 0.094, 3.770], [3.381, 1.306, 2.931], [2.468, 1.819, 1.968], [1.859, 1.255, 0.903], [1.075, 2.079, 0.285], [1.186, 3.277, 1.058], [2.086, 3.092, 2.046], [2.032, -0.884, 3.381], [0.144, -4.254, -3.641], [-1.325, -3.670, -2.978], [-1.100, -1.664, -1.410], [2.855, -0.589, -2.606], [-1.228, -6.401, -2.554], [-1.632, -7.830, -0.503], [-0.817, -6.940, 1.609], [0.869, -3.523, -0.123], [2.410, -3.148, 5.764], [4.253, -1.530, 6.574], [4.521, 0.454, 5.210], [4.305, 1.032, 2.451], [3.660, 2.092, 3.670], [1.939, 0.166, 0.737], [0.697, 4.259, 0.822], [1.648, -0.818, 2.384], [-0.144, 5.745, -0.814], [-0.175, 4.805, -1.631], [-0.919, 3.740, -1.444], [0.771, 4.815, -2.792], [1.374, 6.102, -3.033], [2.308, 6.349, -3.979], [2.724, 5.212, -4.729], [2.263, 3.916, -4.456], [1.285, 3.715, -3.482], [0.520, 2.051, -3.490], [0.824, 7.067, -2.639], [2.674, 7.342, -4.035], [3.350, 5.300, -5.565], [2.573, 3.109, -5.084], [-2.119, 0.890, 1.547], [-2.815, 0.949, 0.560], [-2.219, 0.834, -0.724], [-3.284, 1.019, -1.674], [-3.154, 1.180, -2.854], [-4.526, 1.270, -0.924], [-5.786, 1.537, -1.457], [-6.802, 1.719, -0.539], [-6.509, 1.739, 0.797], [-5.269, 1.502, 1.393], [-4.283, 1.234, 0.448], [-5.887, 1.702, -2.523], [-7.812, 1.957, -0.836], [-7.305, 1.845, 1.555], [-5.134, 1.511, 2.433]],
  "lowdin_spin": [3.787, 0.000, 0.000, 0.009, 0.074, 0.005, 0.006, 0.000, 0.000, 0.000, 0.000, 0.000, 0.000, 0.000, 0.000, 0.000, 0.000, 0.000, 0.000, 0.000, 0.000, 0.000, 0.000, 0.001, 0.005, 0.013, 0.088, 0.007, 0.003, 0.000, 0.000, 0.000, 0.000, 0.000, 0.000, 0.000, 0.000, 0.000, 0.000, 0.000, 0.000, 0.000, 0.000, 0.000, 0.000, 0.000, 0.038, 0.020, 0.227, 0.018, 0.000, 0.010, -0.001, 0.021, 0.046, 0.368, 0.000, 0.001, 0.000, 0.004, 0.020, 0.025, 0.137, 0.025, 0.024, 0.004, 0.002, 0.002, 0.003, 0.001, 0.006, 0.000, 0.000, 0.000, 0.000],
  "charge": 0,
  "relative_energy_ev": 1.445,
  "spin_multiplicity": 6,
  "homo_ev": [-7.8036, -8.1136],
  "lumo_ev": [-0.315, -1.400]
}



Record 2
{
  "formula": "C35H25AsCsIO2S",
  "method": "ωB97M-V/def2-TZVPD",
  "species": ["Cs", "I", "C", "C", "C", "C", "C", "C", "C", "C", "C", "C", "H", "H", "H", "H", "H", "H", "O", "C", "O", "C", "C", "C", "C", "C", "C", "S", "H", "H", "H", "H", "C", "C", "C", "C", "C", "C", "As", "C", "C", "C", "C", "C", "C", "C", "C", "C", "C", "C", "C", "H", "H", "H", "H", "H", "H", "H", "H", "H", "H", "H", "H", "H", "H", "H"],
  "xyz": [[16.100, 1.317, 16.827], [14.529, 3.033, 20.149], [16.272, 2.310, 20.999], [16.935, 3.073, 21.972], [17.802, 2.436, 22.858], [18.268, 1.142, 22.693], [17.849, 0.425, 21.519], [18.476, -0.782, 21.124], [18.114, -1.442, 19.998], [17.057, -0.971, 19.203], [16.544, 0.251, 19.475], [16.831, 0.952, 20.654], [16.696, 4.088, 22.046], [18.211, 2.991, 23.683], [18.932, 0.626, 23.363], [19.207, -1.178, 21.764], [18.678, -2.336, 19.692], [16.742, -1.574, 18.387], [14.900, 1.117, 13.235], [16.065, 1.562, 13.490], [16.335, 2.544, 14.294], [17.067, 0.552, 12.869], [16.662, -0.341, 11.877], [17.561, -1.262, 11.352], [18.873, -1.386, 11.775], [19.297, -0.634, 12.880], [18.427, 0.402, 13.332], [19.057, 1.340, 14.595], [15.634, -0.230, 11.429], [17.249, -1.981, 10.620], [19.531, -2.125, 11.378], [20.317, -0.740, 13.265], [14.674, 4.569, 8.756], [14.708, 5.757, 9.503], [14.360, 5.709, 10.869], [14.312, 4.537, 11.580], [14.364, 3.342, 10.877], [14.522, 3.360, 9.464], [13.659, 4.271, 13.428], [14.372, 5.879, 14.242], [15.500, 5.834, 15.096], [16.005, 6.961, 15.656], [15.457, 8.207, 15.377], [14.243, 8.235, 14.668], [13.733, 7.132, 14.010], [11.631, 4.689, 13.444], [10.819, 4.112, 12.422], [9.497, 4.528, 12.306], [8.940, 5.412, 13.257], [9.716, 5.910, 14.282], [11.033, 5.409, 14.471], [14.671, 4.605, 7.648], [14.788, 6.704, 9.070], [14.135, 6.658, 11.293], [14.253, 2.402, 11.440], [14.491, 2.319, 9.054], [15.857, 4.849, 15.328], [16.870, 6.909, 16.388], [15.796, 9.156, 15.884], [13.586, 9.162, 14.676], [12.848, 7.195, 13.321], [11.329, 3.358, 11.764], [8.940, 4.192, 11.404], [7.880, 5.573, 13.227], [9.314, 6.636, 15.024], [11.588, 5.438, 15.353]],
  "nbo_charge": [0.939, 0.119, -0.111, -0.297, -0.242, -0.189, -0.054, -0.277, -0.190, -0.312, -0.391, -0.156, 0.206, 0.192, 0.191, 0.183, 0.184, 0.174, -0.800, 0.756, -0.811, -0.220, -0.162, -0.329, -0.224, -0.266, -0.134, -0.513, 0.213, 0.175, 0.176, 0.205, -0.221, -0.225, -0.207, -0.311, -0.201, -0.231, 0.997, -0.327, -0.220, -0.198, -0.231, -0.229, -0.243, -0.246, -0.237, -0.226, -0.254, -0.215, -0.249, 0.202, 0.194, 0.204, 0.276, 0.217, 0.261, 0.214, 0.204, 0.194, 0.222, 0.227, 0.203, 0.201, 0.203, 0.219],
  "charge": -2,
  "relative_energy_ev": 2.489,
  "homo_ev": -0.4781,
  "lumo_ev": 3.697
}



Record 3
{
  "formula": "C35H25Cl2GaN6O6",
  "method": "ωB97M-V/def2-TZVPD",
  "species": ["Ga", "C", "C", "C", "C", "N", "C", "C", "C", "C", "C", "C", "N", "H", "H", "H", "H", "H", "H", "H", "H", "Cl", "C", "C", "C", "C", "C", "Cl", "C", "N", "C", "C", "C", "C", "C", "C", "C", "C", "O", "O", "H", "H", "H", "H", "H", "H", "H", "H", "H", "H", "N", "C", "O", "C", "C", "N", "C", "N", "H", "H", "O", "C", "C", "C", "C", "C", "C", "C", "O", "O", "H", "H", "H", "H", "H"],
  "xyz": [[0.867, -1.048, 0.076], [3.137, 0.049, 3.666], [2.634, -0.853, 4.588], [1.726, -1.814, 4.176], [1.339, -1.846, 2.847], [1.820, -0.959, 1.969], [2.698, -0.036, 2.359], [0.411, -2.863, 2.287], [-0.088, -3.922, 3.023], [-0.887, -4.858, 2.391], [-1.169, -4.714, 1.045], [-0.647, -3.625, 0.375], [0.119, -2.726, 0.989], [3.855, 0.806, 3.946], [2.949, -0.814, 5.622], [1.330, -2.526, 4.884], [3.057, 0.640, 1.594], [0.165, -4.038, 4.065], [-1.274, -5.702, 2.947], [-1.779, -5.430, 0.514], [-0.832, -3.445, -0.675], [-1.487, 3.421, -1.696], [-2.557, 2.687, -0.548], [-3.000, 3.448, 0.521], [-3.756, 2.862, 1.520], [-4.066, 1.513, 1.451], [-3.652, 0.779, 0.357], [-4.038, -0.916, 0.291], [-2.904, 1.338, -0.684], [-2.457, 0.551, -1.744], [-2.719, 0.823, -3.097], [-3.624, 1.805, -3.488], [-3.835, 2.068, -4.831], [-3.159, 1.347, -5.802], [-2.273, 0.355, -5.411], [-2.039, 0.080, -4.072], [-1.112, -1.043, -3.674], [-0.094, -0.659, -2.619], [0.664, 0.306, -2.814], [-0.085, -1.394, -1.567], [-2.711, 4.488, 0.576], [-4.081, 3.448, 2.369], [-4.622, 1.025, 2.237], [-2.361, -0.423, -1.499], [-4.161, 2.365, -2.735], [-4.537, 2.841, -5.116], [-3.320, 1.551, -6.852], [-1.741, -0.219, -6.162], [-0.553, -1.374, -4.551], [-1.673, -1.902, -3.301], [4.380, -0.778, -0.672], [3.649, -1.829, -0.245], [2.431, -1.918, -0.653], [4.208, -2.770, 0.628], [5.540, -2.600, 1.078], [6.611, -2.389, 1.453], [3.404, -3.823, 1.121], [2.719, -4.661, 1.523], [3.947, -0.138, -1.314], [5.364, -0.716, -0.475], [1.653, 0.745, -0.617], [1.386, 1.985, -0.059], [2.098, 3.066, -0.563], [1.923, 4.325, -0.018], [1.055, 4.505, 1.051], [0.359, 3.420, 1.552], [0.495, 2.148, 0.999], [-0.375, 1.049, 1.564], [-0.907, 1.195, 2.646], [-0.537, -0.011, 0.815], [1.272, 0.671, -1.620], [2.783, 2.902, -1.386], [2.471, 5.166, -0.425], [0.920, 5.486, 1.487], [-0.328, 3.525, 2.382]],
  "mulliken_charge": [1.398, -1.109, -1.008, -0.488, 0.381, 0.357, -0.311, 0.729, -0.696, -0.717, -0.874, -0.367, 0.616, 0.516, 0.446, 0.467, 0.550, 0.446, 0.457, 0.478, 0.498, -0.106, 1.559, -0.808, -0.567, -0.531, 0.872, -0.221, -1.978, 0.376, 0.505, -0.669, -0.779, -0.795, -0.860, 0.924, -1.094, 0.752, -0.798, -0.358, 0.463, 0.386, 0.446, 0.225, 0.455, 0.406, 0.384, 0.371, 0.566, 0.229, -0.201, 0.420, -0.450, 0.299, -0.197, -0.566, 0.234, -0.655, 0.240, 0.226, -0.427, 0.159, -0.607, -0.638, -0.825, -1.676, 1.556, 0.795, -0.722, -0.427, 0.411, 0.489, 0.431, 0.438, 0.569],
  "charge": 0,
  "relative_energy_ev": 0.182,
  "homo_ev": -7.8939,
  "lumo_ev": -0.883
}